1.
The following is a DFT calculation (ωB97M-V/def2-TZVPD) of 2 unconnected molecules or ions with the total composition CH4O2S2.

```
9
CH4O2S2 (ωB97M-V/def2-TZVPD)
C 0.871 -1.221 0.003
O -0.377 -1.461 -0.297
O -1.844 1.146 -0.067
S 3.289 0.291 0.038
S 1.379 0.475 0.182
H 1.521 -2.036 0.062
H -0.832 -0.569 -0.334
H -2.737 1.462 0.201
H -1.271 1.912 0.212
```

## Properties
E_HOMO (alpha / beta) in eV: -7.45 / -7.45
Total charge: 0

=====

2.
The following is a DFT calculation (ωB97M-V/def2-TZVPD) of 8 unconnected molecules or ions with the total composition C30H83N7O8.

```
128
C30H83N7O8 (ωB97M-V/def2-TZVPD)
C 1.376 -0.420 0.088
C 2.620 0.240 0.708
O 3.195 -0.789 1.551
H 1.751 -1.268 -0.485
H 0.852 0.332 -0.502
H 0.574 -0.764 0.741
H 2.421 1.170 1.241
H 3.218 0.427 -0.184
H 2.653 -0.815 2.343
C 0.915 -5.334 3.606
C 1.454 -4.658 4.853
C 0.645 -3.413 5.494
O 0.924 -2.212 4.776
C 0.294 -0.995 5.300
N 1.615 -5.740 5.756
H 0.756 -4.549 2.867
H 0.004 -5.919 3.723
H 1.637 -6.090 3.296
H 2.442 -4.251 4.637
H 1.015 -3.182 6.493
H -0.402 -3.690 5.623
H 0.972 -0.142 5.298
H -0.002 -1.062 6.347
H -0.627 -0.687 4.806
H 0.692 -6.011 6.063
H 1.817 -6.517 5.143
C -5.404 8.169 -2.253
C -4.586 7.048 -2.875
C -4.565 5.665 -2.223
O -3.852 4.708 -2.986
C -3.629 3.487 -2.326
N -4.995 6.903 -4.259
H -6.406 7.788 -2.059
H -5.548 9.021 -2.918
H -4.963 8.605 -1.357
H -3.573 7.445 -2.943
H -5.579 5.333 -2.003
H -4.116 5.721 -1.231
H -3.266 2.776 -3.069
H -4.579 3.015 -2.079
H -3.027 3.564 -1.421
H -4.587 6.092 -4.700
H -5.989 6.732 -4.319
C 2.059 5.960 -3.285
C 1.168 7.093 -3.783
C 1.971 8.365 -4.177
O 2.276 9.159 -3.006
C 3.043 10.305 -3.265
N 0.394 6.604 -4.949
H 2.370 6.153 -2.258
H 2.842 5.646 -3.975
H 1.507 5.030 -3.148
H 0.418 7.398 -3.054
H 1.295 8.942 -4.808
H 2.910 8.187 -4.701
H 2.556 11.038 -3.908
H 3.996 10.062 -3.735
H 3.255 10.765 -2.299
H -0.112 7.384 -5.344
H -0.319 5.924 -4.725
C 8.439 -5.192 3.615
C 7.230 -4.250 3.763
C 7.180 -3.563 5.121
O 8.421 -2.765 5.290
C 8.246 -1.967 6.460
N 7.346 -3.306 2.684
H 8.485 -5.906 4.437
H 9.416 -4.709 3.601
H 8.365 -5.704 2.656
H 6.305 -4.792 3.566
H 7.031 -4.297 5.913
H 6.304 -2.916 5.159
H 9.165 -1.419 6.670
H 8.126 -2.487 7.411
H 7.429 -1.259 6.323
H 6.509 -2.743 2.625
H 7.989 -2.665 3.126
C -9.067 -3.931 -2.438
C -7.738 -3.205 -2.214
C -6.531 -3.719 -3.023
O -5.412 -2.834 -3.053
C -4.194 -3.234 -3.655
N -7.994 -1.831 -2.569
H -9.878 -3.607 -1.786
H -8.980 -5.008 -2.292
H -9.407 -3.799 -3.465
H -7.446 -3.305 -1.169
H -6.826 -3.942 -4.048
H -6.193 -4.650 -2.568
H -3.358 -2.668 -3.245
H -4.256 -3.064 -4.730
H -3.927 -4.272 -3.452
H -7.124 -1.351 -2.392
H -8.247 -1.793 -3.547
C -4.727 -1.483 2.366
C -5.706 -1.000 3.438
C -6.659 0.131 2.827
O -5.966 1.396 2.769
C -6.798 2.443 2.352
N -6.488 -2.154 3.899
H -5.047 -2.159 1.573
H -3.927 -2.038 2.856
H -4.321 -0.630 1.821
H -5.215 -0.539 4.295
H -7.491 0.239 3.524
H -6.989 -0.162 1.831
H -6.270 3.351 2.063
H -7.469 2.778 3.143
H -7.418 2.087 1.529
H -7.458 -2.088 3.625
H -6.203 -2.968 3.374
C 5.349 -5.042 -2.601
C 6.179 -4.112 -3.465
C 5.600 -2.671 -3.540
O 6.539 -1.892 -4.296
C 6.278 -0.445 -4.152
N 7.463 -4.095 -2.775
H 4.377 -5.115 -3.089
H 5.120 -4.652 -1.609
H 5.801 -6.026 -2.475
H 6.351 -4.465 -4.482
H 5.563 -2.287 -2.520
H 4.618 -2.619 -4.010
H 6.620 -0.115 -3.171
H 5.221 -0.234 -3.987
H 6.685 0.100 -5.004
H 7.977 -3.328 -3.185
H 7.228 -3.797 -1.839
```

## Properties
E_HOMO in eV: -9.12
SMILES: COC[C@H](C)N.COC[C@H](C)N.COC[C@H](C)N.COC[C@H](C)N.COC[C@H](C)N.COC[C@H](C)N.COC[C@H](C)N.CCO
Total charge: 0

=====

3.
The following is a DFT calculation (ωB97M-V/def2-TZVPD) of a molecular structure, C18H29NO4.

```
52
C18H29NO4 (ωB97M-V/def2-TZVPD)
C 3.226 -3.348 2.818
C 1.765 -3.056 2.994
O 1.159 -2.494 1.758
C 0.998 -3.348 0.780
C 1.356 -4.681 0.827
C 0.933 -5.515 -0.433
C 0.350 -4.905 -1.480
C 0.360 -3.386 -1.565
C 0.596 -2.733 -0.394
O 0.266 -1.340 -0.123
C -0.120 -0.641 -1.434
C 1.190 -0.297 -2.260
O 0.813 0.718 -3.045
C 0.656 2.021 -3.021
C -0.542 2.609 -2.472
N -1.011 2.314 -1.020
C -0.280 3.433 -0.092
H 0.786 3.309 -0.417
C -0.413 3.198 1.114
C 0.151 4.031 2.091
H 0.151 3.851 3.176
H 1.220 3.921 1.881
H -0.189 5.063 1.817
O -1.956 2.976 1.497
C -2.303 2.235 0.575
C -4.016 2.322 1.125
H -4.575 1.533 0.787
H -4.368 3.268 0.782
H -4.166 1.940 2.265
C -2.414 2.473 -0.701
H -2.812 1.723 -1.442
H -2.643 3.469 -0.944
H -2.164 1.174 0.913
H -0.008 2.074 1.554
H -0.578 4.400 -0.392
H -1.483 2.025 -3.232
H -0.580 3.716 -2.803
H 0.712 2.410 -3.890
H 1.463 2.236 -2.236
H 1.821 0.044 -1.676
H 1.249 -1.112 -2.575
H -0.657 0.144 -0.837
H -0.933 -1.110 -1.767
H -0.151 -2.938 -2.265
H 0.377 -5.372 -2.598
H 1.104 -6.360 -0.527
H 1.533 -5.257 1.604
H 1.533 -2.358 3.932
H 1.437 -4.101 3.175
H 3.771 -2.550 2.525
H 3.581 -4.021 1.959
H 3.803 -3.705 3.692
```

## Properties
E_HOMO in eV: -8.21
Total charge: 0

=====

4.
The following is a DFT calculation (ωB97M-V/def2-TZVPD) of a single C5H11NO molecule.

```
18
C5H11NO (ωB97M-V/def2-TZVPD)
C -1.994 -0.864 -0.676
C -1.480 -0.128 0.550
N -0.028 -0.215 0.625
C 0.659 0.844 1.343
C 0.745 0.754 -0.133
C 1.993 0.205 -0.820
O 2.251 -1.131 -0.479
H -3.089 -0.868 -0.698
H -1.643 -1.901 -0.672
H -1.635 -0.388 -1.595
H -1.817 0.924 0.533
H -1.883 -0.580 1.464
H 0.048 1.644 1.763
H 1.506 0.535 1.952
H 0.180 1.498 -0.697
H 1.882 0.316 -1.909
H 2.859 0.806 -0.516
H 1.447 -1.452 -0.038
```

## Properties
E_HOMO in eV: -9.54
SMILES: CCN1C[C@H]1CO
Total charge: 0

=====

The evaluated relative energy (zero: lowest compared OMol25 entry of this formula, charge and spin) for the records listed, in turn: 1.4195, 4.2184, 21.1114, 1.9951 eV.
The evaluated E for the records listed, in turn: -26865.7266, -59259.4211, -28797.0307, -8899.7023 eV.